[1]
77
Properties=species:S:1:pos:R:3:forces:R:3:lowdin_spin:R:1 method="wB97M-V/def2-TZVPD" e_tot_ev=-111983.330 max_force_ev_per_a=2.28 mol_weight_da=722.1 total_charge=+3 s2=0.753 multiplicity=2
La -0.5447 0.7016 0.1113 -2.18 -0.44 -0.52 0.0131
C 0.9481 -2.0212 2.0749 0.03 0.05 0.04 0.0026
C 1.5655 -0.7357 2.6104 0.07 0.00 0.06 0.0056
C 0.9771 -0.3203 3.9530 0.09 -0.13 -0.15 0.0003
C 3.0844 -0.8094 2.6486 -0.13 -0.13 0.11 0.0313
O 1.1863 0.3417 1.6563 0.70 -0.02 0.83 0.1221
Ge 2.3492 1.1016 0.4585 0.88 0.04 -0.13 0.4273
O 1.1346 2.3791 0.0070 0.45 0.83 0.07 0.1230
C 1.1445 3.8178 0.4209 0.30 -0.04 -0.17 0.0054
C 2.4190 4.0400 1.2228 -0.15 0.18 -0.06 0.0288
C 1.1101 4.6290 -0.8676 0.01 -0.04 0.20 0.0002
C -0.0960 4.0309 1.2679 -0.02 -0.02 0.06 0.0027
O 1.7406 0.0418 -0.8629 0.47 -0.14 0.05 0.1363
C 2.4656 0.0011 -2.1821 -0.19 -0.51 0.00 0.0058
C 2.6463 -1.4865 -2.5077 0.03 0.48 -0.01 0.0002
C 1.5683 0.7213 -3.1702 0.20 0.05 -0.01 0.0033
C 3.7935 0.7151 -2.0117 -0.01 -0.24 -0.15 0.0381
H 1.2133 -2.8595 2.7191 -0.03 -0.01 0.01 0.0003
H 1.3224 -2.2471 1.0728 0.02 0.03 0.01 -0.0001
H -0.1467 -1.9602 2.0551 0.03 0.02 0.02 0.0000
H 1.1487 -1.1003 4.6931 0.03 -0.02 0.02 -0.0001
H -0.1034 -0.1842 3.8585 -0.04 -0.01 -0.04 0.0001
H 1.4244 0.6033 4.3177 0.03 0.02 -0.03 -0.0001
H 3.4131 -1.5494 3.3775 0.00 -0.02 0.02 0.0013
H 3.5216 0.1451 2.9456 0.01 0.09 0.03 0.0082
H 3.4887 -1.1276 1.6841 0.02 -0.02 -0.09 0.0069
H 3.3066 3.8559 0.6153 0.05 -0.03 -0.08 0.0079
H 2.4436 3.4137 2.1188 -0.04 -0.05 0.07 0.0060
H 2.4804 5.0743 1.5602 0.01 0.02 0.00 0.0011
H 2.0235 4.5023 -1.4473 0.03 -0.05 0.02 -0.0001
H 1.0106 5.6870 -0.6284 0.01 0.04 0.01 -0.0001
H 0.2581 4.3498 -1.4898 -0.01 -0.02 0.05 0.0001
H -0.1315 3.3143 2.0985 0.03 0.07 -0.04 0.0000
H -1.0182 3.9622 0.6819 0.09 -0.02 0.01 0.0000
H -0.0626 5.0292 1.7026 -0.07 0.02 0.00 0.0003
H 1.6840 -1.9841 -2.5947 -0.13 0.00 0.01 0.0000
H 3.2385 -1.9973 -1.7490 0.03 0.07 0.06 -0.0001
H 3.1626 -1.5908 -3.4605 0.03 0.03 -0.06 -0.0001
H 0.6536 0.1691 -3.3539 -0.19 -0.11 -0.04 0.0000
H 2.0821 0.8175 -4.1252 -0.02 0.01 -0.08 0.0003
H 1.3252 1.7309 -2.8258 0.06 -0.01 0.00 0.0001
H 4.4133 0.2373 -1.2541 0.09 -0.10 0.17 0.0093
H 3.6547 1.7700 -1.7879 -0.08 0.36 0.11 0.0083
H 4.3688 0.6884 -2.9349 0.01 -0.04 -0.10 0.0019
O -1.9073 -0.0249 -3.6316 -0.07 -0.15 0.22 0.0000
C -1.7777 -0.6571 -2.6201 0.24 -0.33 -0.61 0.0002
O -2.0711 -0.1361 -1.4066 0.58 0.22 -0.20 0.0003
C -1.2367 -2.0616 -2.5728 -0.08 0.19 -0.16 0.0003
C -1.1310 -2.7665 -3.7729 0.02 0.09 0.07 0.0000
C -0.5889 -4.0426 -3.7909 0.05 -0.09 0.23 0.0002
C -0.1350 -4.5811 -2.5966 -0.23 0.04 0.18 0.0000
C -0.2203 -3.9029 -1.3875 -0.01 -0.08 -0.30 0.0002
C -0.7902 -2.6398 -1.3850 0.13 0.03 0.18 0.0005
N 0.4846 -5.9419 -2.5988 0.51 0.62 -0.32 0.0000
O 0.3790 -6.5778 -3.6196 -0.10 -0.11 0.35 0.0000
O 1.1280 -6.2297 -1.6100 -0.31 -0.21 -0.10 0.0000
H -1.4724 -2.2992 -4.6868 -0.01 -0.01 -0.01 0.0000
H -0.5067 -4.6187 -4.7009 -0.01 0.00 -0.03 0.0000
H 0.1567 -4.3751 -0.4935 0.01 -0.02 0.06 0.0000
H -0.8572 -2.1112 -0.4297 -0.16 -0.18 -0.19 0.0002
N -4.3473 -0.7455 -0.6498 -0.96 -0.24 0.32 0.0000
C -4.7014 0.3845 0.2488 0.02 -0.01 0.12 0.0001
P -3.3401 0.5784 1.4824 -0.75 0.15 0.41 0.0001
O -2.4834 -0.6555 1.4969 0.11 -0.10 0.09 0.0006
O -2.5088 1.8125 1.2188 0.07 0.25 -0.02 0.0002
C -4.2621 0.8502 3.0807 -0.03 -0.12 -0.43 0.0000
N -3.3140 1.1073 4.2036 0.19 0.08 0.11 0.0000
H -4.3591 -1.6423 -0.1635 -0.05 -0.01 0.01 0.0000
H -3.3456 -0.5610 -0.9957 0.14 -0.13 -0.32 0.0000
H -4.9868 -0.7999 -1.4453 -0.01 -0.01 0.03 0.0000
H -5.6713 0.2136 0.7212 0.07 -0.03 -0.01 0.0000
H -4.7756 1.2845 -0.3637 0.04 0.03 0.11 0.0000
H -4.8734 -0.0104 3.3535 0.02 -0.01 -0.08 0.0000
H -4.9028 1.7298 2.9958 0.00 -0.05 -0.10 0.0000
H -2.6706 1.8687 3.9630 0.00 0.00 0.05 0.0000
H -2.7611 0.2745 4.4239 0.03 0.00 0.02 0.0000
H -3.8177 1.3790 5.0538 0.02 0.00 0.04 0.0000

---

[2]
68
Properties=species:S:1:pos:R:3:forces:R:3:mulliken_charge:R:1 method="wB97M-V/def2-TZVPD" e_tot_ev=-51198.381 max_force_ev_per_a=5.79 mol_weight_da=716.3 total_charge=+1
C -3.4658 -4.3027 -2.4304 0.73 0.63 -0.08 -1.0375
C -3.7074 -2.6649 -2.2151 0.88 -1.33 -0.27 -0.1389
C -2.2312 -1.9679 -2.5821 -0.57 -0.81 -0.78 -0.2312
C -2.3615 -0.5471 -3.3783 -0.61 -1.45 -1.48 -0.6563
N -2.5443 0.6833 -2.5369 1.13 0.24 -0.02 0.1193
C -1.6072 0.7866 -1.3628 -0.58 -0.84 0.45 -0.6909
C -0.1248 0.7957 -2.1209 -1.63 3.64 2.47 -0.4538
N 0.1745 2.1340 -2.1476 0.37 -4.49 -0.35 -0.0014
C -0.8413 3.0862 -1.4775 0.15 -0.74 -1.30 -1.4144
I 0.5202 4.5802 -0.6442 -0.83 -0.25 -0.42 0.1814
C -1.7986 2.1739 -0.4466 1.49 2.33 -1.69 2.0511
C -3.2114 2.9996 -0.5344 -4.71 -3.26 0.77 -1.3198
I -3.3500 5.2096 -0.8597 0.48 -1.86 0.29 0.0879
C -4.5883 2.3787 -0.3677 3.04 3.17 -0.41 -0.0360
C -5.9875 3.2909 -0.4780 0.58 -0.40 -1.22 -1.0442
I -4.8908 0.2577 0.0456 0.18 1.65 -0.42 0.1319
C -1.1586 2.1547 1.0949 -0.36 -1.01 1.23 0.0556
C 0.3063 1.4105 1.1866 0.65 0.70 0.77 -1.0997
C -2.1281 1.3146 2.1688 0.25 -0.68 -0.46 -0.2410
C -1.3793 1.0071 3.6047 1.12 -0.54 -0.48 -0.9268
H -3.0372 -4.4810 -3.5269 -1.11 0.28 2.34 0.2819
H -4.4313 -4.9394 -2.2575 1.92 1.26 -0.29 0.3259
H -2.6025 -4.6189 -1.6748 -1.98 0.47 -1.58 0.2718
H -4.5459 -2.3012 -2.9589 1.71 -0.54 1.69 0.2350
H -4.0038 -2.5383 -1.0903 0.45 0.12 -2.27 0.0461
H -1.7381 -2.7321 -3.3568 -0.98 1.82 1.63 0.3549
H -1.5267 -1.9721 -1.6498 -1.33 0.20 -1.68 0.0940
H -1.4836 -0.4720 -4.1841 -1.57 -0.03 1.80 0.2755
H -3.3493 -0.6383 -4.0453 2.18 0.22 1.47 0.3823
H -2.4828 1.5213 -3.1781 -0.11 -1.15 1.20 0.3135
H -1.8346 -0.0588 -0.5859 0.83 1.17 -1.95 0.2548
H 0.4293 -0.1523 -2.5241 -0.83 2.36 0.58 0.4507
H 1.0808 2.4819 -2.5729 -1.58 -0.30 0.56 0.3859
H -1.4507 3.4178 -2.4494 1.15 0.01 2.56 0.5910
H -6.9596 2.6221 -0.4397 2.25 1.30 0.26 0.3291
H -6.0064 4.1840 0.2868 0.08 -2.02 -1.41 0.2975
H -5.9654 3.7548 -1.5773 -0.03 -0.90 2.42 0.3300
H -1.1071 3.2491 1.5698 0.00 -2.22 -1.62 0.4389
H 1.0289 1.6315 0.2940 -1.46 -0.39 1.68 0.3111
H 0.8415 1.8631 2.1533 -1.11 -1.05 -2.19 0.3663
H 0.2515 0.2496 1.3751 -0.15 2.30 -0.61 0.1802
H -3.1567 1.8655 2.3380 2.11 -1.19 -0.51 0.3111
H -2.2776 0.2495 1.6519 -0.11 2.33 1.23 0.0634
H -0.5998 1.8647 3.8820 -2.02 -1.71 -0.34 0.2231
H -0.7053 0.0340 3.4480 -1.47 2.12 0.44 0.2414
H -2.1141 0.7505 4.4873 1.40 0.83 -1.92 0.3175
C 2.6340 -1.0555 -0.0228 0.04 -0.21 -0.08 -1.1773
C 3.5369 -0.5870 1.1142 0.05 -0.28 0.16 -0.3924
N 4.0808 -1.6796 1.9246 -0.13 -0.01 0.23 0.0905
C 4.6912 -1.2253 3.1778 -0.27 0.06 0.10 -0.6659
C 5.9282 -0.3391 3.0790 0.32 0.06 0.15 -0.9574
C 4.8272 -2.7135 1.2049 -0.29 -0.12 -0.21 -0.6698
C 6.0335 -2.2733 0.3821 0.34 -0.09 -0.08 -0.9681
H 1.8280 -1.6973 0.3500 0.14 0.01 0.00 0.3175
H 2.1740 -0.1907 -0.5129 0.10 0.02 0.06 0.0604
H 3.1908 -1.6022 -0.7874 -0.05 -0.03 0.05 0.5716
H 2.9254 0.0596 1.7570 0.25 -0.14 0.16 0.3589
H 4.3309 0.0443 0.7004 0.03 0.17 -0.13 0.1969
H 4.9291 -2.0952 3.8030 -0.07 -0.01 -0.28 0.3736
H 3.9283 -0.6767 3.7451 -0.05 -0.05 -0.19 0.3738
H 6.8122 -0.9108 2.7877 -0.09 0.13 -0.04 0.2244
H 6.1445 0.0994 4.0597 -0.04 -0.05 -0.12 0.3924
H 5.7956 0.4873 2.3763 0.01 -0.07 0.02 0.2649
H 4.1323 -3.2332 0.5339 -0.04 0.14 0.07 0.3436
H 5.1473 -3.4919 1.9098 -0.14 0.31 0.09 0.3667
H 5.8284 -1.3888 -0.2264 0.00 -0.02 0.06 0.2532
H 6.3230 -3.0774 -0.3027 -0.04 0.08 0.07 0.3714
H 6.9001 -2.0686 1.0140 -0.09 0.10 -0.13 0.2634

---

[3]
71
Properties=species:S:1:pos:R:3:forces:R:3:mulliken_charge:R:1 method="wB97M-V/def2-TZVPD" e_tot_ev=-77777.646 max_force_ev_per_a=1.58 mol_weight_da=712.7 de_lowest_kj_mol=0.0
C 2.4337 2.8850 0.2927 0.23 0.15 -0.20 0.1975
C 3.1344 1.5587 0.0642 0.63 -0.32 0.16 -0.9906
H 2.5325 3.5460 -0.5701 -0.03 -0.05 -0.05 0.3117
H 2.8611 3.4093 1.1497 -0.09 -0.09 0.00 0.3283
H 1.3582 2.8295 0.5215 0.72 0.16 -0.07 -0.9782
H 2.6902 0.9548 -0.7417 0.08 0.17 -0.02 0.2940
H 4.1792 1.7326 -0.2289 -0.27 -0.12 -0.04 0.3877
H 3.1740 0.9357 0.9706 -0.17 0.14 -0.24 0.3009
C -2.5848 1.6278 -0.8459 -0.32 -0.12 -0.02 0.0969
C -3.8638 1.3055 -1.2945 0.24 -0.32 -0.35 -0.9476
C -4.0167 0.1528 -2.0686 -0.04 0.09 0.11 -0.3264
C -2.9050 -0.6364 -2.3390 0.80 -0.02 0.28 -0.7687
H -2.3893 2.5723 -0.3333 -0.10 -0.46 -0.03 0.2474
H -4.6870 1.9723 -1.0511 0.12 -0.20 -0.17 0.4004
H -4.9814 -0.1596 -2.4753 0.25 0.29 0.17 0.4085
H -2.9713 -1.5078 -2.9930 -0.14 0.32 0.31 0.3016
N -1.5364 0.8109 -0.9913 0.08 -0.46 -0.96 0.3640
C -1.6699 -0.3160 -1.7449 -1.04 0.67 0.04 0.8182
C -0.4871 -1.1995 -1.8588 1.11 -0.35 0.28 0.4014
N 0.6603 -0.7196 -1.3036 -0.08 -0.21 -0.28 0.0006
C 1.7449 -1.5109 -1.1963 -0.69 -0.42 -0.34 0.1121
C 0.5581 -3.3353 -2.2174 0.25 0.30 0.01 -0.4475
C 1.7228 -2.8460 -1.6187 -0.11 0.52 0.17 -0.7496
H 2.6290 -1.0726 -0.7204 -0.42 -0.28 -0.20 0.2323
H 2.6044 -3.4588 -1.4364 -0.32 0.04 -0.17 0.3956
C -0.5407 -2.5021 -2.3894 0.12 0.67 0.53 -0.7477
H -1.4474 -2.8659 -2.8616 0.20 -0.01 0.17 0.2739
H 0.4830 -4.3653 -2.5444 0.15 0.04 0.00 0.4369
Mg 0.3600 1.0469 0.0435 -0.97 -0.59 1.11 0.9732
I -0.7346 3.3894 1.4547 -0.27 0.11 -0.44 -0.4882
C 0.0393 3.2462 4.9647 -0.17 0.41 -0.32 -0.7661
Si -1.0598 1.7248 5.0323 0.25 -0.68 -0.09 0.4333
C -1.4616 1.4577 6.8615 -0.12 0.09 0.12 -1.1335
C -2.6776 1.8384 4.1001 -0.29 0.49 -0.24 -0.5803
Si 0.0925 -0.1862 4.2570 0.24 -0.49 1.23 0.2462
Te 0.1650 -1.0698 1.9920 0.23 0.52 -1.27 -0.6046
Si 2.2850 -0.0195 5.1114 -1.06 -0.03 -0.32 0.2962
C 2.1971 0.3699 6.9539 0.42 0.11 0.14 -0.9409
C 3.2724 -1.5860 4.8251 0.26 -0.03 0.07 -1.0978
C 3.1046 1.3932 4.1862 0.50 0.13 0.07 -0.6022
Si -0.9927 -2.0730 5.2383 0.50 0.97 -0.20 0.1765
C -0.7393 -2.0516 7.1080 -0.36 -0.36 0.06 -1.0143
C -2.7891 -1.8599 4.7317 -0.37 -0.34 0.25 -1.0254
C -0.4773 -3.7980 4.6954 0.08 -0.06 -0.02 -1.0317
H -0.5034 4.0789 5.4322 0.14 -0.03 0.01 0.3267
H 0.2457 3.5424 3.9251 0.03 -0.15 0.53 -0.0198
H 0.9962 3.1200 5.4822 -0.25 -0.08 0.07 0.2186
H -1.8866 2.3954 7.2525 0.06 -0.19 -0.05 0.4250
H -2.2049 0.6656 7.0143 0.11 0.16 -0.06 0.2438
H -0.5808 1.2189 7.4689 -0.13 0.03 -0.14 0.3065
H -2.5055 2.0224 3.0272 -0.12 -0.15 0.53 -0.1400
H -3.2919 0.9347 4.2025 0.22 0.19 0.10 0.2512
H -3.2434 2.6950 4.4983 -0.05 -0.17 -0.15 0.3173
H 1.6904 -0.4111 7.5339 0.09 0.16 -0.18 0.2015
H 3.2296 0.4498 7.3277 -0.21 0.02 0.09 0.4088
H 1.6975 1.3272 7.1542 0.10 -0.21 -0.09 0.2190
H 3.1954 -1.9127 3.7808 -0.01 0.06 0.17 0.2873
H 4.3273 -1.3697 5.0485 -0.12 -0.18 -0.05 0.3705
H 2.9448 -2.4078 5.4741 0.03 0.14 -0.13 0.2583
H 2.8747 1.3706 3.1122 0.01 -0.08 0.25 -0.2983
H 2.8031 2.3739 4.5741 0.09 -0.22 -0.10 0.3209
H 4.1928 1.2856 4.3140 -0.14 0.22 -0.14 0.4169
H -1.1606 -1.1658 7.5989 0.13 -0.28 -0.08 0.2955
H -1.2519 -2.9554 7.4778 0.15 0.28 0.23 0.3755
H 0.3251 -2.1349 7.3697 -0.28 0.00 -0.11 0.2168
H -2.8903 -1.7356 3.6411 0.10 -0.06 0.36 0.2830
H -3.3094 -2.7843 5.0334 -0.13 0.29 -0.16 0.3856
H -3.2756 -1.0093 5.2296 0.13 -0.24 -0.11 0.2395
H -0.4556 -3.9189 3.6041 0.00 0.03 0.28 0.3135
H 0.5051 -4.0697 5.1098 -0.25 0.03 -0.16 0.2563
H -1.2351 -4.4799 5.1175 0.27 0.05 -0.16 0.3259